Entry from the OMol25 dataset: an isolated molecule of C5H6N6S2 (ωB97M-V with the def2-TZVPD basis set).

The LUMO energy comes out at 0.29 eV. For the frontier orbital gap, the calculation gives 9.1 eV. As for the SMILES: c1nnc(NCNc2nncs2)s1. As for the net charge: 0. The relative energy (zero: lowest compared OMol25 entry of this formula, charge and spin) comes out at 0.0 kJ/mol. The total energy is -35891.0267 eV.

Each atom is followed by the atoms it is bonded to, with distances in Å.
Atoms and positions in Å:
1 C 0.130 -1.639 0.560  H6 1.096, H7 1.080, N12 1.412, N15 1.512
2 C 1.803 0.171 0.412  N12 1.368, N13 1.325, S18 1.785
3 C 3.596 0.897 -0.813  H9 1.119, N14 1.279, S18 1.715
4 C -1.896 -0.449 -0.242  N15 1.403, N16 1.293, S19 1.662
5 C -3.609 1.184 -0.203  H11 1.072, N17 1.329, S19 1.736
6 H -0.481 -2.032 1.380  C1 1.096
7 H 0.635 -2.480 0.107  C1 1.080
8 H 0.212 0.097 1.515  N12 0.959
9 H 4.426 1.168 -1.513  C3 1.119
10 H -0.237 -0.784 -1.421  N15 1.115
11 H -4.461 1.803 -0.408  C5 1.072
12 N 0.804 -0.503 1.059  C1 1.412, C2 1.368, H8 0.959
13 N 1.939 1.490 0.419  C2 1.325, N14 1.353
14 N 3.093 1.881 -0.169  C3 1.279, N13 1.353
15 N -0.791 -1.248 -0.573  C1 1.512, C4 1.403, H10 1.115
16 N -2.113 0.015 0.945  C4 1.293, N17 1.366
17 N -3.116 0.940 1.007  C5 1.329, N16 1.366
18 S 2.957 -0.686 -0.645  C2 1.785, C3 1.715
19 S -2.891 0.173 -1.418  C4 1.662, C5 1.736